# C2H15N2O4

5 unconnected molecules or ions with the total composition C2H15N2O4 in a non-equilibrium geometry (ωB97M-V/def2-TZVPD, the Open Molecules 2025 dataset).

The relative energy (zero: lowest compared OMol25 entry of this formula, charge and spin) is 1.820 eV. Its total energy is -495.4053 hartree. Its frontier orbital gap is 9.409 eV. As for the total charge: +1. As for the multiplicity: 1.

Cartesian coordinates (Å):
C -0.35 1.47 -0.24
C 0.22 0.32 -0.65
N 1.48 0.15 -0.17
N -1.82 1.70 -0.31
H 0.27 2.26 0.27
H -0.29 -0.51 -1.23
H 2.21 -0.46 -0.64
H 1.88 1.01 0.15
H -2.32 1.01 -0.93
H -2.27 1.64 0.62
H -2.02 2.74 -0.71
H 3.30 2.96 0.96
H 4.31 2.75 -0.10
O 3.64 2.27 0.38
H -0.19 -3.48 -0.74
H -0.41 -2.46 0.46
O -0.61 -2.61 -0.52
H 0.90 -2.57 2.28
H 0.96 -1.18 1.45
O 0.33 -1.93 1.80
H -3.52 -0.58 0.03
H -2.68 -1.76 -0.61
O -2.98 -0.86 -0.74


# C2H15NO5

5 unconnected molecules or ions with the total composition C2H15NO5 in a non-equilibrium geometry (ωB97M-V/def2-TZVPD, the Open Molecules 2025 dataset).

The relative energy (zero: lowest compared OMol25 entry of this formula, charge and spin) is 1.902 eV. Its total energy is -516.0902 hartree. Its frontier orbital gap is 9.535 eV. The SMILES is CNCO.O.O.O.O. As for the multiplicity: 1.

Cartesian coordinates (Å):
C -1.75 -1.55 0.66
N -1.65 -0.87 2.05
C -0.60 0.09 2.20
O 0.74 -0.45 1.99
H -1.12 -2.44 0.88
H -1.45 -0.75 -0.10
H -2.75 -1.98 0.39
H -1.80 -1.50 2.78
H -0.60 0.90 1.45
H -0.61 0.46 3.21
H 0.80 -1.38 2.33
H 1.75 -1.97 -1.13
H 1.60 -1.33 0.10
O 1.53 -1.14 -0.79
H -0.25 1.21 -2.77
H 0.31 0.15 -1.76
O 0.24 0.44 -2.68
H -1.80 2.95 -1.10
H -0.26 3.07 -1.29
O -0.92 2.81 -0.68
H 3.45 0.85 -1.49
H 2.23 0.90 -2.40
O 2.90 1.52 -1.85


Question: Look up the frontier orbital gap of the second one.
Answer: 9.535 eV


Question: frontier orbital gap of number 1 (C2H15N2O4)?
Answer: 9.409 eV